Record 1
The following is a quantum chemistry calculation of C24H20AsCl5N2O5SW as an isolated structure at a distorted geometry, from the OMol25 dataset.

Results
Total charge: +2
Energy relative to the best compared isomer or geometry (same formula, charge and spin) (eV): 6.300
Kohn-Sham gap (eV): 5.97

Element x y z (Å)
W 0.68 0.24 0.00
O -3.58 -1.00 -0.28
S -2.76 0.17 -0.47
O -2.71 0.71 0.86
N -1.08 -0.45 -0.95
C -0.96 -1.37 -1.95
C -1.97 -1.94 -2.70
C -1.67 -2.88 -3.70
C -0.38 -3.26 -3.96
C 0.67 -2.70 -3.22
C 2.02 -3.02 -3.41
C 2.98 -2.42 -2.64
C 2.65 -1.49 -1.66
N 1.34 -1.17 -1.46
C 0.37 -1.76 -2.22
C -3.44 1.37 -1.53
C -3.13 2.71 -1.32
C -3.66 3.67 -2.16
C -4.49 3.29 -3.21
C -4.79 1.95 -3.41
C -4.27 0.98 -2.58
H -3.00 -1.67 -2.53
H -2.48 -3.32 -4.28
H -0.18 -3.99 -4.74
H 2.29 -3.74 -4.17
H 4.03 -2.67 -2.79
H 3.45 -1.06 -1.09
H -2.48 3.00 -0.50
H -3.43 4.71 -2.00
H -4.91 4.04 -3.86
H -5.44 1.66 -4.23
H -4.50 -0.06 -2.73
Cl 6.95 2.44 3.08
C 5.32 2.19 2.63
C 5.01 1.29 1.62
Cl 6.21 0.38 0.80
C 3.67 1.13 1.30
Cl 3.09 0.06 0.08
C 2.63 1.80 1.89
O 1.40 1.51 1.44
C 2.95 2.71 2.90
Cl 1.70 3.59 3.67
C 4.28 2.91 3.26
Cl 4.67 4.03 4.49
C -1.60 -2.12 3.09
As -0.04 -1.03 2.99
C -0.50 0.80 3.30
C 1.46 -1.54 4.07
O 0.53 -1.22 1.33
H -2.03 -2.06 4.09
H -1.33 -3.16 2.87
H -2.32 -1.76 2.35
H -0.85 0.89 4.33
H -1.29 1.10 2.62
H 0.36 1.43 3.16
H 1.19 -1.45 5.12
H 2.30 -0.89 3.84
H 1.72 -2.58 3.85
O -0.61 1.03 0.69

***

Record 2
The following is a quantum chemistry calculation of a 7-piece molecular cluster, C37H59ClF6N3O19S overall at a distorted geometry, from the OMol25 dataset.

Results
Total charge: +1
Energy relative to the best compared isomer or geometry (same formula, charge and spin) (eV): 0.346
Kohn-Sham gap (eV): 7.00

Element x y z (Å)
C -3.67 5.57 4.23
C -4.74 6.65 3.92
F -4.13 7.67 3.22
C -5.77 6.01 3.01
C -5.63 6.14 1.67
N -6.52 5.57 0.84
C -6.30 5.69 -0.62
C -5.10 4.81 -1.08
S -5.01 3.36 0.01
C -3.82 2.27 -0.67
N -2.87 1.88 0.09
N -2.12 1.00 -0.67
C -2.65 0.95 -1.81
O -3.77 1.73 -1.90
C -7.57 4.90 1.31
C -7.77 4.74 2.64
C -8.97 3.93 3.11
F -9.52 4.47 4.21
F -9.90 4.02 2.12
C -8.66 2.40 3.37
F -7.35 2.19 3.13
F -8.98 2.07 4.60
F -9.34 1.62 2.54
C -6.84 5.28 3.52
Cl -6.95 5.09 5.22
H -3.22 5.71 5.21
H -2.92 5.64 3.43
H -4.10 4.57 4.15
H -5.18 6.97 4.86
H -4.81 6.69 1.23
H -6.20 6.73 -0.93
H -7.21 5.28 -1.07
H -5.26 4.58 -2.14
H -4.21 5.43 -0.99
H -2.41 0.38 -2.69
H -8.23 4.50 0.55
C 1.55 -2.83 -6.77
C 1.67 -1.52 -6.02
O 0.66 -1.40 -5.00
C 0.91 -2.07 -3.87
O 1.89 -2.73 -3.64
O -0.12 -1.88 -3.05
C -0.04 -2.60 -1.82
H 0.54 -2.96 -7.15
H 2.25 -2.86 -7.60
H 1.76 -3.67 -6.11
H 1.50 -0.69 -6.71
H 2.66 -1.38 -5.59
H 0.91 -2.42 -1.32
H -0.16 -3.67 -2.01
H -0.85 -2.26 -1.18
C -1.09 -2.66 -13.40
C -0.98 -1.36 -12.63
O -1.99 -1.26 -11.61
C -1.74 -1.94 -10.50
O -0.76 -2.60 -10.27
O -2.78 -1.77 -9.67
C -2.68 -2.51 -8.46
H -2.10 -2.79 -13.78
H -0.39 -2.68 -14.23
H -0.89 -3.51 -12.75
H -1.15 -0.52 -13.31
H 0.01 -1.23 -12.20
H -1.74 -2.32 -7.95
H -2.80 -3.58 -8.66
H -3.50 -2.18 -7.82
C 0.87 5.90 -7.37
C -0.43 5.32 -7.87
O -0.37 3.89 -7.96
C -0.52 3.23 -6.81
O -0.72 3.73 -5.73
O -0.40 1.93 -7.06
C -0.47 1.10 -5.90
H 1.71 5.55 -7.97
H 0.85 6.99 -7.40
H 1.07 5.59 -6.34
H -0.63 5.67 -8.88
H -1.27 5.62 -7.25
H -1.36 1.32 -5.31
H 0.43 1.23 -5.30
H -0.52 0.07 -6.23
C 4.10 -4.41 2.14
C 2.96 -5.02 1.36
O 2.03 -5.67 2.25
C 1.18 -4.86 2.88
O 1.12 -3.67 2.77
O 0.42 -5.61 3.68
C -0.49 -4.86 4.49
H 4.58 -5.15 2.78
H 4.85 -4.00 1.45
H 3.76 -3.60 2.78
H 3.34 -5.80 0.70
H 2.44 -4.28 0.75
H -1.09 -4.18 3.89
H 0.06 -4.30 5.25
H -1.15 -5.57 4.98
C 2.75 -7.23 6.89
C 3.26 -6.13 5.99
O 3.23 -4.86 6.65
C 4.23 -4.63 7.50
O 5.14 -5.38 7.74
O 4.04 -3.43 8.06
C 5.01 -3.09 9.06
H 1.77 -6.98 7.28
H 2.69 -8.17 6.35
H 3.41 -7.37 7.75
H 2.61 -6.04 5.12
H 4.26 -6.34 5.62
H 6.02 -3.20 8.68
H 4.87 -3.71 9.94
H 4.85 -2.06 9.33
C 11.13 0.59 8.89
C 10.38 -0.71 8.69
O 9.02 -0.60 9.13
C 8.19 0.03 8.30
O 8.47 0.48 7.22
O 6.98 0.08 8.87
C 6.01 0.80 8.11
H 11.06 0.92 9.93
H 12.19 0.46 8.64
H 10.73 1.38 8.27
H 10.83 -1.50 9.29
H 10.41 -1.03 7.65
H 5.95 0.42 7.09
H 6.24 1.86 8.11
H 5.04 0.65 8.59

***

Look up the total charge of the second one.
+1

***

The highest Kohn-Sham gap belongs to which entry?
C37H59ClF6N3O19S

***

Which of these has the highest Kohn-Sham gap?
C37H59ClF6N3O19S